Molecular formula: C26H26N4O4S2TeW
Method: DFT, the ωB97M-V functional and the def2-TZVPD basis

Results
- total energy (a.u.) = -2656.2577
- charge = +4
- multiplicity = 1

Positions of all 64 atoms, in Å:
W (-0.613, -1.680, -1.247)
C (-5.663, -0.837, -1.518)
N (-4.686, -0.276, -0.590)
C (-4.714, 0.934, 0.160)
C (-3.523, 1.052, 0.817)
N (-2.789, -0.116, 0.546)
C (-3.525, -0.834, -0.358)
S (-3.017, -2.313, -1.006)
C (-2.025, -0.935, 1.499)
C (-2.519, -1.101, 2.775)
C (-2.063, -2.151, 3.537)
C (-1.099, -2.984, 3.001)
C (-0.566, -2.727, 1.735)
N (-1.049, -1.736, 0.966)
H (-5.388, -0.552, -2.517)
H (-6.644, -0.398, -1.246)
H (-5.772, -1.907, -1.414)
H (-5.559, 1.573, 0.201)
H (-3.265, 1.713, 1.571)
H (-3.372, -0.431, 3.017)
H (-2.415, -2.376, 4.521)
H (-0.703, -3.748, 3.642)
H (0.165, -3.417, 1.349)
C (2.702, -0.266, 5.965)
C (2.590, -0.204, 4.491)
C (3.602, -0.742, 3.639)
C (3.345, -0.803, 2.271)
C (2.154, -0.433, 1.665)
C (1.239, 0.238, 2.472)
C (1.517, 0.404, 3.818)
S (1.718, -0.789, 0.032)
O (0.454, -0.011, -0.253)
O (2.900, -0.624, -0.742)
N (1.136, -2.315, -0.347)
C (2.081, -3.412, -0.534)
C (3.469, -3.034, -0.736)
O (4.531, -2.828, -0.656)
O (-0.420, -2.979, -2.232)
H (3.644, 0.243, 6.184)
H (2.748, -1.247, 6.398)
H (1.918, 0.305, 6.459)
H (4.518, -1.097, 4.126)
H (4.129, -1.230, 1.699)
H (0.328, 0.647, 2.011)
H (0.755, 0.962, 4.380)
H (1.627, -4.025, -1.353)
H (2.123, -4.074, 0.349)
C (1.871, 1.681, -5.330)
Te (-0.588, 0.281, -2.941)
C (1.188, 1.584, -2.495)
C (0.930, 2.797, -3.354)
C (0.267, 3.896, -2.842)
C (0.083, 5.020, -3.681)
C (0.573, 5.101, -5.020)
C (1.235, 4.023, -5.546)
C (1.399, 2.832, -4.741)
H (2.285, 1.752, -6.293)
H (1.984, 0.723, -4.832)
H (2.090, 1.048, -2.791)
H (1.201, 1.902, -1.427)
H (-0.284, 3.904, -1.915)
H (-0.493, 5.853, -3.269)
H (0.550, 6.059, -5.519)
H (1.704, 4.104, -6.555)

Atom charges from the natural (NBO) analysis, given in e for atoms 1 to 6: atom 1 (W): 1.50, atom 2 (C): -0.43, atom 3 (N): -0.29, atom 4 (C): 0.00, atom 5 (C): -0.05, atom 6 (N): -0.40

Molecular formula: C3H5N3O
Method: DFT, the ωB97M-V functional and the def2-TZVPD basis

Results
- charge = 0
- multiplicity = 1
- SMILES string = Nc1nc(O)c[nH]1
- energy above the lowest of the compared OMol25 structures with the same formula, charge and spin (eV) = 1.2740

Positions of all 12 atoms, in Å:
N (-1.969, -0.744, 0.986)
C (-0.727, -0.364, 0.437)
N (0.413, -1.006, 0.490)
C (1.324, -0.197, -0.167)
O (2.499, -0.610, -0.717)
C (0.772, 0.969, -0.562)
N (-0.562, 0.898, -0.239)
H (-2.442, -1.557, 0.584)
H (-2.569, 0.058, 0.885)
H (3.126, -0.948, -0.076)
H (1.238, 1.781, -1.098)
H (-1.103, 1.720, -0.524)

Atom charges from the natural (NBO) analysis, given in e for atoms 1 to 6: atom 1 (N): -0.81, atom 2 (C): 0.51, atom 3 (N): -0.50, atom 4 (C): 0.36, atom 5 (O): -0.68, atom 6 (C): -0.16

Molecular formula: C31H47BBr2ClF3N2O9P
Method: DFT, the ωB97M-V functional and the def2-TZVPD basis

Results
- total energy (a.u.) = -8269.5327
- charge = +1
- multiplicity = 1

Positions of all 97 atoms, in Å:
C (4.912, 4.117, -2.746)
C (4.089, 3.131, -3.082)
C (2.816, 2.117, -3.188)
C (1.429, 2.921, -3.337)
C (0.708, 3.370, -1.978)
N (0.296, 2.220, -1.055)
C (-0.843, 1.414, -1.617)
C (-0.328, -0.104, -1.856)
C (-0.346, -1.273, -0.810)
C (0.224, -2.739, -1.103)
C (0.851, -3.085, -2.507)
C (0.840, -1.941, -3.599)
C (0.267, -0.475, -3.300)
C (-2.268, 1.553, -0.890)
C (-3.190, 0.291, -1.422)
C (-4.787, 0.603, -1.278)
O (-5.272, 0.673, -0.096)
Cl (-5.902, 0.803, -2.755)
B (-3.120, 2.879, -1.422)
N (-3.268, 3.137, -2.921)
O (-3.794, 3.820, -0.546)
C (-2.271, 1.450, 0.720)
C (-0.768, 1.619, 1.284)
C (0.172, 2.633, 0.391)
C (-0.419, 4.114, 0.652)
C (0.681, 5.231, 1.094)
C (0.009, 6.725, 0.965)
F (-0.239, 6.949, -0.471)
Br (-1.631, 6.947, 2.058)
C (1.190, 7.802, 1.340)
F (1.889, 7.472, 2.551)
F (0.666, 9.149, 1.516)
Br (2.555, 7.963, -0.132)
P (1.867, 2.584, 1.339)
C (3.318, 3.026, 0.212)
O (2.207, 0.951, 1.853)
H (5.714, 4.945, -2.629)
H (2.826, 1.297, -2.384)
H (2.982, 1.562, -4.203)
H (1.681, 3.901, -3.921)
H (0.634, 2.386, -3.997)
H (1.365, 4.154, -1.462)
H (-0.297, 3.882, -2.280)
H (1.128, 1.576, -1.082)
H (-1.021, 1.826, -2.698)
H (-0.787, -1.117, 0.235)
H (0.206, -3.580, -0.307)
H (1.311, -4.095, -2.794)
H (1.282, -2.170, -4.636)
H (0.317, 0.256, -4.181)
H (-3.015, -0.668, -0.789)
H (-3.023, 0.093, -2.560)
H (-4.240, 3.414, -3.143)
H (-2.582, 3.852, -3.221)
H (-3.174, 4.470, -0.138)
H (-2.634, 0.391, 1.052)
H (-2.945, 2.201, 1.268)
H (-0.862, 2.081, 2.353)
H (-0.296, 0.584, 1.438)
H (-1.166, 4.057, 1.547)
H (-1.010, 4.579, -0.215)
H (0.977, 5.154, 2.220)
H (1.604, 5.275, 0.396)
H (3.245, 4.030, -0.338)
H (4.255, 3.115, 0.906)
H (3.528, 2.117, -0.466)
H (3.185, 0.802, 1.836)
C (4.284, -3.692, 4.698)
C (3.321, -3.067, 3.706)
O (3.548, -3.575, 2.384)
C (3.029, -4.792, 2.134)
O (2.395, -5.471, 2.909)
O (3.359, -5.135, 0.873)
C (2.940, -6.448, 0.503)
H (5.316, -3.570, 4.360)
H (4.175, -3.234, 5.683)
H (4.106, -4.766, 4.796)
H (3.493, -1.988, 3.662)
H (2.278, -3.215, 4.006)
H (1.872, -6.593, 0.690)
H (3.530, -7.192, 1.042)
H (3.121, -6.570, -0.566)
C (-5.802, -5.981, 0.783)
C (-4.620, -6.270, -0.123)
O (-3.473, -5.507, 0.274)
C (-2.792, -5.991, 1.329)
O (-3.055, -6.995, 1.949)
O (-1.774, -5.146, 1.592)
C (-1.014, -5.497, 2.748)
H (-5.994, -4.905, 0.832)
H (-6.699, -6.487, 0.422)
H (-5.606, -6.315, 1.805)
H (-4.863, -5.966, -1.145)
H (-4.386, -7.339, -0.153)
H (-0.669, -6.533, 2.699)
H (-1.609, -5.331, 3.649)
H (-0.139, -4.846, 2.787)

Atom charges from the Mulliken analysis, given in e for atoms 1 to 6: atom 1 (C): -0.42, atom 2 (C): -0.57, atom 3 (C): 0.02, atom 4 (C): -0.91, atom 5 (C): -0.21, atom 6 (N): 1.20

Molecular formula: C17H26ClNOTi
Method: DFT, the ωB97M-V functional and the def2-TZVPD basis

Results
- total energy (a.u.) = -2102.4945
- charge = +2
- multiplicity = 1

Positions of all 47 atoms, in Å:
C (0.051, 0.136, -4.838)
C (1.400, 0.685, -5.269)
C (-0.167, -1.171, -5.581)
C (-1.020, 1.110, -5.301)
Cl (-0.029, -0.113, -2.987)
H (-0.114, -0.958, -6.663)
H (-1.148, -1.610, -5.370)
H (0.600, -1.915, -5.344)
H (1.383, 0.813, -6.365)
H (2.220, 0.003, -5.022)
H (1.617, 1.658, -4.818)
H (-0.930, 1.223, -6.395)
H (-0.904, 2.099, -4.846)
H (-2.029, 0.748, -5.079)
C (1.712, -1.944, 1.857)
C (0.759, -2.691, 1.093)
C (0.773, -2.172, -0.254)
H (0.169, -3.534, 1.455)
C (1.665, -1.043, -0.279)
C (2.250, -0.917, 1.026)
H (3.049, -0.230, 1.288)
H (2.047, -2.202, 2.872)
H (0.326, -2.646, -1.122)
H (1.942, -0.470, -1.157)
C (-2.257, 0.623, 1.368)
C (-2.297, -0.591, 2.137)
C (-2.117, -1.699, 1.234)
H (-2.553, -0.675, 3.201)
C (-2.036, -1.154, -0.094)
C (-2.074, 0.270, -0.010)
H (-2.111, 0.962, -0.838)
H (-2.453, 1.621, 1.748)
H (-2.103, -2.745, 1.522)
H (-2.136, -1.732, -1.012)
Ti (-0.174, -0.603, 1.090)
C (-0.807, 2.098, 4.823)
N (0.563, 1.637, 4.562)
C (1.554, 1.950, 5.583)
C (1.021, 0.994, 3.513)
O (0.265, 0.580, 2.570)
H (-0.791, 3.182, 4.910)
H (-1.126, 1.703, 5.784)
H (-1.506, 1.799, 4.056)
H (1.982, 1.020, 5.992)
H (2.376, 2.528, 5.125)
H (1.054, 2.529, 6.368)
H (2.103, 0.844, 3.466)

Atom charges from the natural (NBO) analysis, given in e for atoms 1 to 6: atom 1 (C): 0.08, atom 2 (C): -0.64, atom 3 (C): -0.64, atom 4 (C): -0.64, atom 5 (Cl): -0.19, atom 6 (H): 0.24

Molecular formula: C2H5O2S
Method: DFT, the ωB97M-V functional and the def2-TZVPD basis

Results
- charge = -1
- multiplicity = 1
- energy above the lowest of the compared OMol25 structures with the same formula, charge and spin (eV) = 3.1473

Positions of all 10 atoms, in Å:
C (0.897, 0.366, -1.868)
C (0.320, -0.627, -0.914)
O (-1.193, 1.625, 2.513)
O (-1.912, -0.518, 3.532)
S (-1.046, 0.149, 2.522)
H (0.482, 1.361, -1.821)
H (1.972, 0.338, -1.986)
H (0.684, -1.636, -1.138)
H (-0.770, -0.641, -0.982)
H (0.567, -0.417, 0.140)

Atom charges from the natural (NBO) analysis, given in e for atoms 1 to 6: atom 1 (C): -0.28, atom 2 (C): -0.70, atom 3 (O): -1.02, atom 4 (O): -1.02, atom 5 (S): 1.07, atom 6 (H): 0.16

Molecular formula: C7H2Cl3GeN2O7PtTe
Method: DFT, the ωB97M-V functional and the def2-TZVPD basis

Results
- charge = 0
- multiplicity = 6
- energy above the lowest of the compared OMol25 structures with the same formula, charge and spin (eV) = 0.5356

Positions of all 24 atoms, in Å:
Pt (-0.478, 0.130, 0.049)
O (3.418, 0.468, 0.600)
C (2.385, -0.053, 0.979)
O (1.525, -0.674, 0.251)
C (2.119, -0.002, 2.463)
C (3.202, -0.063, 3.325)
C (2.970, -0.045, 4.676)
C (1.685, 0.054, 5.269)
C (0.609, 0.135, 4.470)
C (0.760, 0.136, 3.012)
O (-0.201, 0.288, 2.252)
N (-0.720, 0.242, 5.133)
O (-1.693, 0.198, 4.420)
O (-0.727, 0.228, 6.344)
N (4.131, -0.135, 5.601)
O (3.897, -0.033, 6.786)
O (5.223, -0.270, 5.100)
H (4.204, -0.117, 2.925)
H (1.572, 0.069, 6.343)
Te (-1.207, -0.597, -2.201)
Cl (-1.711, 2.433, 0.458)
Ge (0.497, 2.554, -0.061)
Cl (1.335, 3.387, 1.744)
Cl (0.548, 4.069, -1.581)

Atom charges from the natural (NBO) analysis, given in e for atoms 1 to 6: atom 1 (Pt): 0.62, atom 2 (O): -0.58, atom 3 (C): 0.72, atom 4 (O): -0.78, atom 5 (C): -0.06, atom 6 (C): -0.18

The lowest charge belongs to which entry? C2H5O2S